# 1
{
  "formula": "C12H17N3O5",
  "method": "the ωB97M-V functional and the def2-TZVPD basis",
  "orbital_gap_ev": 9.76,
  "smiles": "CNC(=O)[C@H](CO)NC(C)=O.O=C(O)c1cccnc1",
  "homo_ha": -0.357,
  "e_above_lowest_kj_mol": 1.1,
  "species": ["O", "O", "O", "N", "O", "O", "C", "C", "C", "C", "C", "C", "C", "C", "N", "N", "C", "C", "C", "C", "H", "H", "H", "H", "H", "H", "H", "H", "H", "H", "H", "H", "H", "H", "H", "H", "H"],
  "positions_angstrom": [[-0.87119, -3.18079, -4.00308], [-1.64211, 2.79537, 0.69821], [-0.31992, 0.30115, 2.02399], [0.50207, -3.98804, -0.21436], [-2.35481, -1.63270, -3.30314], [0.61633, 3.56979, 1.85458], [-1.39137, -2.55745, -3.09535], [-1.33771, 2.11256, -0.27132], [0.79440, 0.71413, 1.72581], [-0.04032, -3.32425, 0.81725], [0.05184, -3.73579, -1.45715], [-1.05232, -2.38560, 0.63677], [-1.51912, -2.10835, -0.64222], [-0.95246, -2.79509, -1.72229], [1.83130, 0.33194, 2.48036], [-0.11831, 1.60500, -0.47744], [-2.35825, 1.86243, -1.35682], [3.24554, 0.67224, 2.32683], [1.42995, 3.03908, 0.83359], [1.01199, 1.60161, 0.47838], [-2.50427, -1.64828, -4.26118], [-0.31566, 3.42522, 1.58917], [0.31385, -3.52930, 1.82300], [0.50214, -4.29115, -2.27502], [-1.46979, -1.87609, 1.49957], [-2.31690, -1.38250, -0.78061], [1.57401, -0.23345, 3.27520], [0.00105, 1.06768, -1.31973], [-2.43174, 0.79698, -1.55773], [-2.05919, 2.39065, -2.25944], [-3.32551, 2.23465, -1.02133], [3.42018, 1.69602, 2.66483], [3.84900, 0.00001, 2.93957], [3.56047, 0.56800, 1.28797], [2.46466, 3.04916, 1.17308], [1.35928, 3.67018, -0.05329], [1.85289, 1.16498, -0.05667]],
  "nbo_charge": [-0.591, -0.640, -0.632, -0.419, -0.680, -0.746, 0.768, 0.701, 0.676, 0.052, 0.084, -0.248, -0.128, -0.242, -0.606, -0.603, -0.706, -0.417, -0.062, -0.161, 0.504, 0.502, 0.199, 0.221, 0.248, 0.228, 0.410, 0.401, 0.223, 0.230, 0.248, 0.201, 0.218, 0.196, 0.178, 0.173, 0.218]
}


# 2
{
  "formula": "C12H17NO2",
  "method": "the ωB97M-V functional and the def2-TZVPD basis",
  "orbital_gap_ev": [8.11, 8.11],
  "homo_ha": [-0.314, -0.314],
  "e_above_lowest_kj_mol": 994.6,
  "species": ["C", "C", "C", "C", "C", "C", "C", "C", "C", "C", "C", "C", "N", "O", "O", "H", "H", "H", "H", "H", "H", "H", "H", "H", "H", "H", "H", "H", "H", "H", "H", "H"],
  "positions_angstrom": [[1.61149, -3.17641, -0.56739], [-0.76855, 0.77298, 2.53436], [1.86523, -1.50975, -3.39975], [0.77897, -2.18546, -0.56669], [-0.79789, 0.79118, 1.22772], [-0.07068, -1.31974, 0.07763], [0.21013, -0.03765, 0.49745], [0.75216, -1.41282, -2.70493], [-1.38894, -2.03962, 0.37882], [1.40281, 0.57725, -0.17306], [-0.80721, 3.10287, 0.49025], [-1.62969, 1.76201, 0.38898], [-0.50130, -0.82934, -2.73868], [-0.59488, 0.27530, -2.23284], [-1.42576, -1.42369, -3.18159], [2.24172, -3.44218, -1.28301], [1.59679, -3.80584, 0.28083], [-1.49589, 1.37610, 3.02502], [-0.11495, -0.02609, 3.02422], [2.02189, -1.13562, -4.37108], [2.69831, -2.06308, -3.12100], [-1.37520, -2.69423, 1.18806], [-2.25532, -1.46791, 0.76472], [-1.79548, -2.70600, -0.55748], [1.20429, 0.97759, -1.10584], [1.75621, 1.42584, 0.48014], [2.32566, -0.20644, -0.26370], [-0.69939, 3.52908, 1.57879], [-1.18484, 3.79597, -0.29907], [0.15297, 2.93144, 0.19725], [-1.64956, 1.47847, -0.56890], [-2.53105, 2.18413, 0.76271]],
  "nbo_charge": [-0.453, -0.412, -0.455, 0.252, 0.000, -0.206, 0.142, 0.100, -0.636, -0.661, -0.576, -0.446, 0.455, -0.434, -0.382, 0.217, 0.222, 0.205, 0.211, 0.207, 0.204, 0.217, 0.236, 0.233, 0.253, 0.217, 0.232, 0.206, 0.209, 0.191, 0.233, 0.222]
}